[1]
Computed, not measured: a 2-piece molecular cluster, CHClO3 overall, with the ωB97M-V functional and the def2-TZVPD basis.

Cartesian coordinates (Å):
C  1.2138  0.1739  -1.5647
O  -0.7497  -0.3581  1.2104
O  0.4762  0.9254  -2.0258
O  1.8314  -0.6786  -1.1043
Cl  -1.4943  1.0217  1.8647
H  -1.2774  -1.0842  1.6198

Calculated values
SMILES: O=C=O.OCl
HOMO level, eV: -10.7
Energy above the lowest of the compared OMol25 structures with the same formula, charge and spin, kcal per mole: 0.0

=====

[2]
Computed, not measured: a 2-piece molecular cluster, C8H18NO2PS overall, with the ωB97M-V functional and the def2-TZVPD basis.

Cartesian coordinates (Å):
C  1.1404  -1.7624  -1.4417
C  2.3019  -1.1333  -0.6933
C  0.1346  -2.6806  -0.6062
C  -1.4592  2.1086  0.8795
C  -1.6253  0.7385  -1.1314
C  -2.8451  0.0212  1.0758
C  2.3754  0.9294  0.6987
C  -1.6747  0.7357  0.3391
N  1.8956  -0.3060  0.4504
O  0.5573  -0.5017  2.6603
O  0.0182  -2.0678  0.6635
P  0.3045  -0.5848  1.1965
S  1.5729  2.3424  -0.4222
H  0.4978  -0.9538  -1.6748
H  1.4294  -2.2560  -2.3866
H  3.1314  -1.8666  -0.3409
H  2.7675  -0.4848  -1.4699
H  -0.8128  -2.7219  -1.1139
H  0.4436  -3.6301  -0.2536
H  -1.1120  2.1878  1.9430
H  -0.7508  2.6895  0.3181
H  -2.5514  2.5774  0.8231
H  -0.6718  0.9625  -1.4216
H  -2.2368  1.6025  -1.2917
H  -1.9118  -0.1453  -1.6295
H  -3.3486  -0.7205  0.4385
H  -2.3928  -0.5170  1.8314
H  -3.5340  0.7162  1.5359
H  3.4626  1.0105  0.5108
H  2.2795  1.1902  1.7189
H  2.6146  2.5204  -1.2063

Calculated values
HOMO level, eV: -8.2
Energy above the lowest of the compared OMol25 structures with the same formula, charge and spin, kcal per mole: 84.4

=====

[3]
Computed, not measured: a 14-piece molecular cluster, C54H132N16O14 overall, with the ωB97M-V functional and the def2-TZVPD basis.

Cartesian coordinates (Å):
C  -3.0815  0.7575  -2.9012
C  -3.8605  -0.3644  -3.5782
C  -4.7441  0.2082  -4.6991
C  -3.9936  0.5144  -6.0351
C  -3.2284  -0.6922  -6.4431
C  -2.2862  -1.1678  -5.3804
N  -2.9570  -1.4260  -4.1568
O  -2.0728  -1.8135  -3.1044
C  -1.7596  -2.5785  -5.8247
C  -1.1313  -0.1804  -5.3107
C  -4.7636  -1.0867  -2.5676
H  -2.5438  0.3503  -2.0815
H  -3.7837  1.4920  -2.4855
H  -2.3844  1.1886  -3.6058
H  -5.5096  -0.5329  -4.9504
H  -5.3146  1.0470  -4.2126
H  -3.3262  1.3545  -5.8424
H  -4.7350  0.8543  -6.7215
H  -2.6365  -0.5237  -7.3505
H  -3.9094  -1.5168  -6.7509
H  -2.5438  -3.3471  -5.8188
H  -1.3587  -2.5034  -6.8486
H  -0.8885  -2.7999  -5.2302
H  -0.7402  -0.0634  -4.3072
H  -0.3877  -0.5790  -5.9674
H  -1.5671  0.7729  -5.6232
H  -5.6965  -0.5235  -2.2756
H  -4.2688  -1.3057  -1.7008
H  -5.0807  -2.1330  -2.8118
H  -2.2165  -2.7877  -2.9618
C  -4.1484  -4.8857  -3.0474
C  -3.2934  -5.6466  -2.0055
C  -3.9004  -7.0434  -1.8179
C  -3.6420  -7.9563  -3.0511
C  -2.2103  -8.0358  -3.4501
C  -1.4804  -6.6566  -3.5116
N  -1.8592  -5.8033  -2.3183
O  -1.3635  -4.4302  -2.4687
C  0.0421  -6.9187  -3.5453
C  -1.8192  -5.9136  -4.7371
C  -3.3938  -4.7523  -0.7568
H  -4.4726  -5.3690  -3.9487
H  -3.5755  -3.9781  -3.4584
H  -5.0710  -4.5335  -2.5396
H  -3.5474  -7.3867  -0.8428
H  -5.0143  -6.9210  -1.7174
H  -4.1860  -7.4882  -3.8724
H  -3.9819  -8.9710  -2.8590
H  -2.1105  -8.4792  -4.4261
H  -1.5674  -8.6773  -2.7607
H  0.6611  -6.0715  -3.7127
H  0.2971  -7.3529  -2.5459
H  0.2466  -7.6440  -4.3455
H  -1.2519  -6.3273  -5.5960
H  -2.8515  -5.8918  -5.0031
H  -1.4822  -4.8741  -4.5791
H  -3.2169  -3.7070  -0.9799
H  -2.7233  -5.1325  0.0038
H  -4.4269  -4.8680  -0.3775
H  -0.7397  -4.4734  -1.7644
C  -2.6273  -0.7716  3.4217
C  -1.4585  -0.7002  2.4885
C  -1.9631  -1.1580  1.0982
C  -0.9957  -0.8778  -0.0784
C  -0.5904  0.5962  -0.0464
C  -0.0396  0.9818  1.2736
N  -1.0240  0.7174  2.3170
O  -0.5349  1.2489  3.5534
C  1.3964  0.5382  1.5485
C  0.0152  2.5225  1.1910
C  -0.4197  -1.6940  2.9575
H  -3.5143  -0.1514  3.1001
H  -2.4880  -0.3880  4.4654
H  -2.9700  -1.8271  3.4305
H  -2.2086  -2.1997  1.1468
H  -2.8536  -0.5664  0.9533
H  -1.5630  -1.2302  -0.9200
H  -0.0855  -1.4772  0.0305
H  -1.4310  1.2278  -0.2896
H  0.1287  0.8464  -0.8742
H  1.9000  1.2781  2.1842
H  1.4890  -0.4766  1.8241
H  1.8981  0.5067  0.5716
H  0.6782  3.0827  1.8897
H  0.5388  2.7017  0.2113
H  -0.9762  2.9646  1.1080
H  -0.9579  -2.5564  3.3835
H  0.2534  -1.2004  3.7102
H  0.1173  -1.9760  2.0232
H  0.3579  0.8600  3.7515
C  3.3398  6.4276  1.5588
C  3.9993  5.3838  0.7261
C  3.0708  4.1235  0.7071
C  3.5048  3.0732  -0.2394
C  3.6308  3.6265  -1.6138
C  4.5719  4.8918  -1.6773
N  4.2055  5.8134  -0.6854
O  5.2489  6.8430  -0.5574
C  6.0001  4.3395  -1.6838
C  4.4593  5.5839  -3.0792
C  5.2791  4.8875  1.4783
H  3.8487  7.4199  1.5083
H  3.2886  6.0188  2.6068
H  2.3323  6.5664  1.1978
H  2.9162  3.6543  1.6981
H  2.0768  4.5167  0.4986
H  2.8105  2.2444  -0.2250
H  4.4666  2.7493  0.2058
H  2.6134  3.9019  -1.9852
H  3.9764  2.8715  -2.3000
H  6.6571  5.1455  -1.8558
H  6.3966  3.7923  -0.8217
H  6.0478  3.6589  -2.5512
H  4.6008  4.8603  -3.9190
H  3.4540  5.9877  -3.2289
H  5.1876  6.3868  -3.2054
H  5.9915  5.7146  1.5429
H  5.9309  4.1031  1.0812
H  4.9733  4.5980  2.4927
H  6.1167  6.3786  -0.6902
C  4.8098  -0.2889  -0.7553
O  5.3297  0.2353  0.2878
N  5.2921  -0.2576  -1.9792
N  3.6168  -0.8776  -0.7159
H  6.1679  0.2627  -2.1084
H  4.8423  -0.5899  -2.8692
H  3.2758  -1.3824  -1.5229
H  3.0195  -0.6145  -0.0015
C  -3.2851  3.8075  2.2079
O  -3.9136  4.7978  1.8261
N  -2.3599  3.8763  3.1839
N  -3.5345  2.5794  1.7915
H  -2.3577  4.7295  3.7401
H  -2.0592  3.0108  3.6239
H  -2.9031  1.8046  1.9163
H  -4.1328  2.4772  0.9954
C  1.6866  -1.7242  -3.5375
O  2.8169  -1.3157  -3.8065
N  1.3434  -3.0174  -3.7768
N  0.7738  -1.0545  -2.8003
H  1.9879  -3.4984  -4.3729
H  0.8181  -3.6326  -3.2679
H  -0.1957  -1.3194  -2.6681
H  0.9047  -0.0641  -2.9437
C  1.6440  -5.3520  -0.0981
O  1.0803  -4.6416  -0.8486
N  1.3903  -6.7013  0.1419
N  2.7617  -4.8514  0.5994
H  1.7413  -6.9807  1.0813
H  0.3831  -6.8974  -0.0505
H  3.5247  -5.5514  0.7000
H  3.0539  -3.9956  0.2420
C  -0.4716  6.0214  -0.5122
O  -0.2088  6.6302  0.4970
N  0.3860  5.7741  -1.5304
N  -1.7336  5.4693  -0.9163
H  0.1328  5.5552  -2.5195
H  1.3787  6.1810  -1.4440
H  -1.6803  4.6728  -1.4977
H  -2.5059  5.4421  -0.2923
C  3.0756  0.7447  4.0802
O  2.1073  0.4962  4.8829
N  3.7233  -0.1693  3.3295
N  3.4497  2.0372  4.0552
H  3.3877  -1.1054  3.2053
H  4.3669  0.1628  2.6162
H  3.0144  2.6889  4.6826
H  4.2176  2.4235  3.4282
C  -1.9996  -4.5118  7.2865
C  -2.1744  -3.6423  5.9983
C  -2.0967  -4.5171  4.7630
O  -3.3863  -3.0313  6.1094
H  -2.8854  -5.1286  7.4584
H  -1.9301  -3.8402  8.1609
H  -1.1601  -5.2117  7.2492
H  -1.4107  -2.8946  5.9684
H  -2.1939  -3.9550  3.8109
H  -2.9392  -5.2554  4.9324
H  -1.2471  -5.1216  4.8189
H  -3.5441  -2.2270  5.6101
C  -0.5563  1.3432  9.0134
C  0.0284  0.3508  8.0009
C  -0.8456  -0.6378  7.2948
O  0.7726  1.2628  7.0614
H  -0.9555  0.8042  9.8541
H  -1.4135  1.8622  8.5498
H  0.0692  2.0536  9.4779
H  0.8346  -0.1880  8.4959
H  -1.4178  -0.0470  6.5592
H  -1.5691  -1.0867  7.9830
H  -0.2267  -1.3551  6.7836
H  1.1547  0.6894  6.3284
C  0.9493  3.6728  -4.8228
C  1.5556  2.3195  -4.7997
C  3.0549  2.3092  -5.1501
O  1.5230  1.6627  -3.4892
H  1.5051  4.3867  -4.1791
H  -0.0905  3.6854  -4.5164
H  1.0607  4.1264  -5.7967
H  0.9422  1.7256  -5.5152
H  3.2599  2.7433  -6.1609
H  3.3589  1.2888  -4.9731
H  3.5658  2.9126  -4.3428
H  1.8698  2.3532  -2.9357
C  -0.3266  4.4407  6.6154
C  0.6428  4.1131  5.5576
C  0.8432  5.2849  4.5935
O  1.9318  3.7102  6.1489
H  0.0124  5.4052  7.0633
H  -0.3719  3.7562  7.4272
H  -1.3053  4.6448  6.1535
H  0.1578  3.2993  4.9534
H  1.3801  4.8981  3.6799
H  1.5233  6.0324  4.9687
H  -0.0565  5.7559  4.1556
H  1.7297  2.9507  6.6920

Calculated values
HOMO level, eV: -8.7

=====

For the records above, the corresponding frontier orbital gap values read 10.586; 8.695; 8.764 eV.
For the records above, the corresponding LUMO energy values read -0.137; 0.460; 0.032 eV.